{"formula": "C4H2O2", "method": "ωB97M-V with the def2-TZVPD basis set", "orbital_gap_ev": [8.36, 8.36], "max_force_ha_per_bohr": 0.05876, "mol_weight_g_mol": 82.06, "e_lumo_ev": [-1.66, -1.66], "homo_ev": [-10.021, -10.021], "energy_ha": -303.92408, "multiplicity": 1, "elements": ["C", "C", "C", "C", "O", "O", "H", "H"], "coordinates": [[-0.48251, 1.68381, -1.60093], [-0.68750, 1.30400, -0.39207], [0.92855, -1.53371, -0.44030], [-0.55019, 0.68233, 0.81696], [1.34456, -0.56714, 0.01928], [0.42534, -2.43655, -0.91714], [0.34154, 1.03738, 1.52516], [-1.31980, -0.17013, 0.98903]], "atomic_forces_ev_per_a": [[-0.30, -0.14, 0.61], [0.50, -0.53, 1.46], [-0.09, 0.70, -0.06], [-0.17, 0.99, -0.99], [1.52, 0.51, 0.65], [-0.68, -1.89, -0.78], [-2.49, -1.10, -1.31], [1.70, 1.47, 0.43]], "mulliken_charge": [-0.474, 0.267, 0.702, -0.398, -0.365, -0.324, 0.268, 0.324]}

---

{"formula": "C4H2O2Pt", "method": "ωB97M-V with the def2-TZVPD basis set", "orbital_gap_ev": [8.33, 7.22], "max_force_ha_per_bohr": 0.08396, "mol_weight_g_mol": 277.14, "e_lumo_ev": [-0.05, -1.58], "homo_ev": [-8.381, -8.797], "energy_ha": -423.06328, "multiplicity": 3, "elements": ["H", "C", "C", "O", "O", "Pt", "C", "C", "H"], "coordinates": [[1.26129, -2.28059, -0.30116], [0.92221, -1.27562, -0.03557], [-0.34054, -0.88225, 0.06768], [2.01871, -0.50960, 0.19510], [1.79287, 0.83760, 0.53209], [0.13257, 1.63694, 0.35235], [-1.78326, 1.15982, -0.22902], [-1.27574, 0.01748, 0.17462], [-2.72812, 1.29623, -0.75609]], "atomic_forces_ev_per_a": [[-0.19, 0.34, 0.06], [-0.11, -0.19, 0.27], [0.76, -0.67, 0.52], [-0.58, 0.17, -0.03], [4.27, -0.61, 0.22], [-3.59, -0.56, -0.28], [-1.00, 0.46, 0.13], [0.15, 0.80, -1.12], [0.28, 0.26, 0.22]], "mulliken_spin": [0.020, 0.068, 0.422, 0.110, 0.250, 1.118, 0.114, -0.095, -0.006]}

---

{"formula": "C4H2O3S", "method": "ωB97M-V with the def2-TZVPD basis set", "orbital_gap_ev": 8.17, "max_force_ha_per_bohr": 0.10726, "mol_weight_g_mol": 130.12, "e_lumo_ev": -1.46, "smiles": "O=C(O)C#CC(O)=S", "homo_ev": -9.636, "energy_ha": -777.42359, "multiplicity": 1, "elements": ["O", "C", "O", "C", "C", "C", "O", "S", "H", "H"], "coordinates": [[2.18701, 2.36251, 0.47112], [1.33933, 1.67803, 0.86390], [1.02035, 1.13000, 2.16093], [0.41513, 0.93091, -0.01522], [-0.36207, 0.20795, -0.62924], [-0.85592, -1.04465, -1.19252], [-1.59579, -1.74238, -0.23158], [-0.54588, -1.39790, -2.80480], [0.19346, 0.57400, 2.07665], [-1.79562, -2.69846, -0.69925]], "atomic_forces_ev_per_a": [[1.74, 1.66, 0.77], [-3.51, -4.12, 1.10], [0.55, 1.25, -1.20], [-1.79, -0.76, -1.67], [1.74, -0.04, 1.21], [-0.82, 0.30, -0.45], [0.83, -2.51, -3.71], [-0.63, -0.08, 2.48], [1.33, 0.96, -0.12], [0.56, 3.34, 1.61]], "mulliken_charge": [-0.386, 0.416, -0.482, -0.204, 0.265, 0.279, -0.440, -0.183, 0.357, 0.378]}

---

{"formula": "C4H2O4", "method": "ωB97M-V with the def2-TZVPD basis set", "orbital_gap_ev": 10.96, "max_force_ha_per_bohr": 0.07836, "mol_weight_g_mol": 114.06, "e_lumo_ev": -0.17, "smiles": "C#CC(=O)OC(=O)O", "homo_ev": -11.132, "energy_ha": -454.52719, "multiplicity": 1, "elements": ["C", "C", "C", "O", "O", "C", "O", "O", "H", "H"], "coordinates": [[-0.76234, 0.81465, 1.92291], [-0.55342, -0.18988, 1.29188], [-0.30056, -1.33970, 0.44360], [-0.44435, -2.47126, 0.88662], [-0.12708, -1.06923, -0.87511], [0.63215, 0.00967, -1.12451], [1.56798, 0.44975, -0.48115], [0.18540, 0.63116, -2.22896], [-0.93367, 1.72593, 2.44368], [0.73589, 1.43892, -2.27896]], "atomic_forces_ev_per_a": [[0.14, -0.77, -0.54], [0.16, 0.97, 0.14], [-1.40, -2.59, 2.75], [0.67, 2.29, -1.66], [0.48, -0.28, -0.22], [1.45, 2.43, -0.23], [-1.42, -1.41, -0.53], [0.21, -0.13, 0.34], [-0.04, -0.05, 0.13], [-0.26, -0.47, -0.18]], "mulliken_charge": [0.360, -0.334, 0.183, -0.468, -0.252, 0.703, -0.493, -0.440, 0.375, 0.365]}

---

{"formula": "C4H2O5Tm", "method": "ωB97M-V with the def2-TZVPD basis set", "orbital_gap_ev": [7.88, 4.22], "max_force_ha_per_bohr": 0.17910, "mol_weight_g_mol": 298.99, "e_lumo_ev": [-13.55, -16.14], "homo_ev": [-21.437, -20.361], "energy_ha": -1613.74461, "multiplicity": 3, "total_charge": 3, "elements": ["C", "O", "O", "O", "C", "O", "Tm", "H", "O", "C", "C", "H"], "coordinates": [[5.43099, -0.63441, -0.02406], [6.48278, -1.05672, -0.16473], [4.34951, -0.21409, 0.12175], [0.00672, 1.21642, -0.46233], [-1.20179, 1.07169, -0.34807], [-1.68068, 0.17748, 0.46628], [2.16517, 0.66837, 0.26425], [-1.91927, 1.68210, -0.91750], [-3.52089, -2.05114, -0.68428], [-3.29027, -0.97873, -0.30293], [-3.16865, 0.05508, 0.53843], [-3.65363, 0.06394, 1.51319]], "atomic_forces_ev_per_a": [[3.13, -1.30, -0.39], [-1.11, 0.49, 0.15], [-2.15, 0.84, 0.20], [-1.00, -0.61, 0.46], [1.48, 2.11, -1.70], [-2.72, -0.31, 1.72], [0.82, 0.16, 0.04], [0.16, 0.00, 0.05], [1.33, 4.78, 0.69], [-3.73, -8.05, -2.48], [4.09, 1.30, 1.17], [-0.30, 0.59, 0.08]], "mulliken_spin": [0.000, 0.000, 0.000, -0.001, 0.030, 0.038, 1.003, -0.007, 0.244, 0.089, 0.597, 0.008]}